(1)
Density functional theory data (the ωB97M-V functional and the def2-TZVPD basis) for 2 unconnected molecules or ions with the total composition C35H28O2P.

Last column: natural (NBO) charge in e.
CARTESIAN COORDINATES (ANGSTROEM)
C -4.585 2.207 -2.015  -0.1802
C -3.821 2.840 -2.975  -0.1897
C -2.449 2.667 -2.989  -0.1870
C -1.852 1.865 -2.043  -0.4146
P -0.067 1.624 -2.047  1.5466
C 0.313 -0.124 -2.261  -0.3927
C 1.473 -0.639 -1.727  -0.1902
C 1.764 -1.981 -1.884  -0.2124
C 0.900 -2.795 -2.587  -0.1954
C -0.255 -2.270 -3.134  -0.2202
C -0.549 -0.928 -2.969  -0.1273
C 0.669 2.567 -3.393  -0.3370
C 1.054 3.871 -3.178  -0.2041
C 1.605 4.602 -4.214  -0.1893
C 1.760 4.026 -5.460  -0.1837
C 1.363 2.720 -5.671  -0.2082
C 0.813 1.989 -4.634  -0.2049
C 0.636 2.167 -0.484  -0.8928
C 0.059 3.192 0.209  0.3144
O 0.477 3.676 1.260  -0.6663
C -2.608 1.229 -1.084  -0.1162
C -3.981 1.402 -1.069  -0.2230
H -5.655 2.343 -2.002  0.2248
H -4.291 3.473 -3.710  0.2252
H -1.845 3.156 -3.735  0.2303
H 2.152 0.006 -1.195  0.2236
H 2.663 -2.388 -1.452  0.2150
H 1.127 -3.842 -2.709  0.2245
H -0.928 -2.905 -3.686  0.2264
H -1.450 -0.509 -3.389  0.2220
H 0.929 4.310 -2.201  0.2429
H 1.920 5.619 -4.044  0.2254
H 2.197 4.594 -6.265  0.2244
H 1.489 2.267 -6.641  0.2227
H 0.500 0.969 -4.789  0.2146
H 1.535 1.715 -0.122  0.2217
H -0.848 3.638 -0.181  0.0994
H -2.122 0.604 -0.352  0.2150
H -4.575 0.913 -0.314  0.2206
C -3.177 -4.855 3.902  -0.1298
C -2.668 -4.723 2.622  -0.2087
C -1.555 -3.947 2.387  -0.1606
C -0.924 -3.280 3.448  -0.0968
C 0.248 -2.445 3.315  0.4867
O 0.715 -1.888 4.489  -0.3996
C 1.823 -1.068 4.434  0.4179
C 2.484 -0.806 3.208  -0.1841
C 3.611 0.028 3.210  -0.1188
C 4.065 0.585 4.382  -0.1923
C 3.416 0.331 5.579  -0.1206
C 2.310 -0.485 5.608  -0.2661
C 1.979 -1.399 2.033  0.0348
C 0.878 -2.203 2.092  -0.3171
C -1.457 -3.427 4.732  -0.1521
C -2.566 -4.202 4.957  -0.2053
H -4.048 -5.465 4.081  0.2337
H -3.145 -5.234 1.803  0.2341
H -1.173 -3.860 1.386  0.2176
H 4.119 0.229 2.283  0.2334
H 4.929 1.226 4.370  0.2413
H 3.776 0.776 6.493  0.2427
H 1.802 -0.688 6.534  0.2439
H 2.469 -1.210 1.093  0.2394
H 0.495 -2.648 1.193  0.2539
H -0.971 -2.916 5.545  0.2328
H -2.954 -4.298 5.957  0.2351

Results
- Electronic energy: -50125.7273 eV
- Strongest force on any atom: 3.44 eV/A
- Total charge: +1
- Energy relative to the best compared isomer or geometry (same formula, charge and spin): 3.9 kcal per mole
- Multiplicity: 1

=====

(2)
Density functional theory data (the ωB97M-V functional and the def2-TZVPD basis) for a molecular structure, C5H8N2.

Last column: natural (NBO) charge in e.
CARTESIAN COORDINATES (ANGSTROEM)
C -1.941 0.155 -0.600  -0.4429
N -1.515 -0.628 0.544  -0.2467
C -0.152 -1.011 0.759  0.0280
C 0.882 -0.005 0.297  -0.0417
C 2.045 -0.091 -0.633  -0.6569
C 0.255 0.920 1.025  -0.0734
N -0.750 0.011 1.630  -0.2647
H -1.201 0.883 -0.955  0.1853
H -2.859 0.681 -0.324  0.2086
H -2.173 -0.544 -1.408  0.2103
H 0.046 -2.022 1.109  0.2032
H 1.925 0.589 -1.485  0.2277
H 2.154 -1.105 -1.028  0.2236
H 2.980 0.175 -0.129  0.2319
H 0.304 1.990 1.197  0.2076

Results
- Electronic energy: -8290.7330 eV
- Strongest force on any atom: 0.42 eV/A
- Total charge: 0
- Energy relative to the best compared isomer or geometry (same formula, charge and spin): 98.3 kcal per mole
- Multiplicity: 1

=====

(3)
Density functional theory data (the ωB97M-V functional and the def2-TZVPD basis) for 2 unconnected molecules or ions with the total composition C6H5N2.

Last column: natural (NBO) charge in e.
CARTESIAN COORDINATES (ANGSTROEM)
C 2.114 -0.741 -0.041  0.6168
C -3.313 0.006 0.237  0.3160
C 1.876 0.662 -0.174  -0.4975
C 0.255 0.551 -0.159  -0.2651
C -0.026 -0.978 -0.129  -0.1469
C -0.415 -0.109 0.928  0.1200
N -4.348 -0.017 -0.261  -0.3195
N 1.253 -1.589 -0.152  -0.2966
H -0.897 -0.213 1.886  0.2764
H 2.147 1.506 0.466  0.3110
H 2.299 0.882 -1.127  0.2909
H -0.164 1.444 -0.621  0.3068
H -0.780 -1.404 -0.855  0.2876

Results
- Electronic energy: -9264.9531 eV
- Strongest force on any atom: 4.76 eV/A
- Total charge: +1
- Energy relative to the best compared isomer or geometry (same formula, charge and spin): 218.7 kcal per mole
- Multiplicity: 1

=====

Please write out number 3 again, unchanged.
Density functional theory data (the ωB97M-V functional and the def2-TZVPD basis) for 2 unconnected molecules or ions with the total composition C6H5N2.

Last column: natural (NBO) charge in e.
CARTESIAN COORDINATES (ANGSTROEM)
C 2.114 -0.741 -0.041  0.6168
C -3.313 0.006 0.237  0.3160
C 1.876 0.662 -0.174  -0.4975
C 0.255 0.551 -0.159  -0.2651
C -0.026 -0.978 -0.129  -0.1469
C -0.415 -0.109 0.928  0.1200
N -4.348 -0.017 -0.261  -0.3195
N 1.253 -1.589 -0.152  -0.2966
H -0.897 -0.213 1.886  0.2764
H 2.147 1.506 0.466  0.3110
H 2.299 0.882 -1.127  0.2909
H -0.164 1.444 -0.621  0.3068
H -0.780 -1.404 -0.855  0.2876

Results
- Electronic energy: -9264.9531 eV
- Strongest force on any atom: 4.76 eV/A
- Total charge: +1
- Energy relative to the best compared isomer or geometry (same formula, charge and spin): 218.7 kcal per mole
- Multiplicity: 1